Entry 1:
Below is a cluster of 9 separate species, C20H58O13 in total, with properties calculated with ωB97M-V/def2-TZVPD.

```
91
Properties=species:S:1:pos:R:3:forces:R:3
O -1.58269 -3.22494 -3.75419 -0.15 0.31 -0.25
O -0.40226 -5.54901 -5.12308 -0.23 0.30 0.17
O 0.39097 1.29771 1.93880 -0.21 -0.44 -0.02
O 0.26445 1.77267 -2.28104 0.09 0.43 0.32
O 2.07498 -0.97073 -4.24564 -0.25 0.12 -0.52
O -4.37336 2.46364 1.71583 0.06 -0.17 0.02
O -2.66180 -1.60896 3.29248 0.06 0.07 0.23
O -4.19430 0.34057 -2.44037 0.01 -0.32 -0.12
O 4.12154 1.20270 0.10762 0.06 -0.04 0.23
O -2.12013 -2.14061 0.61812 0.28 0.16 0.14
O -0.23803 3.25898 4.22194 -0.22 -0.34 -0.17
O 4.80931 3.29853 1.83183 -0.15 -0.21 -0.08
O -0.70391 0.11053 -0.29092 0.22 0.00 0.24
C 3.57286 -0.08452 0.27029 -0.93 0.11 -0.14
C -0.66122 -4.27516 -5.67813 0.34 -0.08 -0.31
C 0.62820 2.97535 -1.59190 0.07 -0.68 -0.61
C 0.32281 3.53180 2.95043 -0.13 0.66 0.14
C 5.69487 2.81203 0.84804 0.00 0.09 -0.09
C 0.03838 0.41435 3.00715 0.12 0.77 0.24
C 5.41040 1.34914 0.65858 0.19 -0.33 0.11
C -0.25772 -6.53228 -6.10635 0.47 -0.19 -0.14
C -3.20217 1.65445 1.63376 -0.18 -0.29 0.09
C 1.13899 2.42543 2.34047 0.54 -0.28 0.21
C -3.47574 -1.96892 0.28457 -0.29 0.05 -0.04
C -0.49130 -3.19396 -4.64920 -0.05 -0.08 0.22
C 5.00208 4.66307 2.05304 -0.14 0.46 -0.14
C -3.26546 -1.40301 4.55656 0.23 -0.29 -0.04
C -1.55607 -2.13247 -2.85331 0.17 -0.31 -0.14
C 0.70243 3.25510 5.26150 0.29 0.20 0.03
C -2.69615 -2.94525 2.86951 -0.23 -0.39 0.14
C -3.20879 1.34122 -2.66057 0.07 0.19 0.22
C -1.85018 -3.08848 1.62928 0.20 0.09 -0.07
C 2.12803 -0.88667 -2.84268 0.25 -0.08 0.48
H 6.73227 2.97417 1.17745 -0.01 -0.16 -0.10
H -2.98872 1.47399 0.58246 0.15 0.24 -0.01
H -1.26597 -1.20656 -3.36386 -0.07 0.02 0.02
H 4.18617 5.02884 2.67398 0.10 -0.08 0.22
H -0.52666 3.78648 2.31560 0.06 -0.07 -0.13
H -2.47349 0.97004 -3.37013 -0.08 -0.15 -0.02
H -1.06945 -6.51192 -6.84097 -0.09 -0.07 0.06
H 1.10902 4.26597 5.40765 -0.03 -0.07 0.11
H -0.43840 -2.23370 -5.18407 -0.08 0.02 0.15
H -4.05867 -1.63458 1.14744 -0.02 -0.05 -0.02
H 2.50061 0.00165 0.06913 0.06 0.10 -0.07
H 1.54446 2.58453 5.06451 -0.03 -0.06 0.04
H -1.96111 -4.10448 1.23326 0.03 -0.04 0.04
H 0.86269 3.71982 -2.35009 -0.06 0.09 0.01
H -0.19980 3.33260 -0.97683 0.08 0.09 0.17
H -4.61890 2.51094 2.64365 -0.07 0.09 -0.03
H 0.44208 -3.30787 -4.08341 0.09 -0.06 -0.22
H -1.67355 -4.21810 -6.10473 0.00 -0.12 0.15
H -4.35699 -1.43363 4.48563 -0.01 0.16 0.01
H 2.79452 -0.09220 -2.48733 0.15 -0.11 -0.17
H -0.38907 -0.50122 2.60925 0.15 -0.02 -0.18
H 0.96225 4.42843 3.02748 -0.03 -0.09 -0.08
H 5.97014 4.84550 2.53429 -0.05 0.15 0.02
H 1.53567 2.80373 -1.00429 -0.08 0.15 0.21
H -1.18220 -0.67457 0.02067 0.04 -0.13 -0.08
H -2.67312 1.57217 -1.73659 0.03 0.09 -0.09
H 4.94989 5.23304 1.11312 0.15 -0.08 0.05
H 1.17677 -0.69972 -2.34173 -0.22 -0.16 -0.27
H 0.03730 -4.09284 -6.51312 0.01 0.05 0.18
H -2.26655 -3.60706 3.63934 -0.05 0.05 -0.07
H 0.19562 2.92269 6.16255 -0.02 0.05 0.08
H -0.18032 0.41456 0.47467 -0.22 0.16 -0.19
H 5.49512 0.86379 1.64438 -0.24 -0.01 -0.10
H 6.15988 0.87038 0.01491 0.06 0.16 -0.07
H -0.80860 -2.92112 1.91175 0.02 -0.10 -0.15
H -0.83291 -2.32358 -2.05093 -0.10 0.11 0.06
H -0.22155 -7.49630 -5.60161 -0.16 -0.03 -0.05
H -3.65023 2.25180 -3.07684 -0.01 0.00 0.09
H -2.95596 -2.17379 5.27653 0.03 0.05 -0.10
H 1.56501 -0.24131 -4.61017 0.02 0.11 0.20
H 1.93550 2.10475 3.02699 -0.07 0.00 0.02
H 0.69819 -6.41496 -6.64461 -0.17 0.08 -0.02
H 5.55047 3.35896 -0.09531 -0.02 -0.06 0.05
H -0.02463 1.14756 -1.59284 -0.15 -0.09 -0.30
H -2.35377 2.13607 2.12463 0.11 -0.02 -0.16
H 2.50440 -1.86465 -2.53711 0.06 0.14 0.29
H -2.90436 -0.44321 4.91748 -0.24 0.11 0.01
H 3.94617 -0.81401 -0.45494 0.39 -0.02 0.23
H -3.89959 -2.89295 -0.12180 -0.05 0.03 -0.02
H -3.50898 -1.18550 -0.47060 -0.04 -0.12 -0.10
H 0.93631 0.23005 3.60923 -0.11 -0.28 -0.02
H -3.72502 -3.29971 2.69389 0.04 0.20 0.04
H -3.34817 0.66419 2.08367 -0.02 0.10 0.08
H 1.67302 2.80293 1.47022 -0.15 0.03 -0.21
H -2.56303 -2.02314 -2.45942 0.05 0.07 0.12
H 3.63999 -0.43978 1.30389 0.38 -0.08 -0.04
H -0.71104 0.89142 3.64220 0.00 -0.10 0.06
H -4.63174 0.49910 -1.60093 -0.03 0.22 -0.02
```
Positions in Å, forces in eV/Å.

HOMO energy: -9.10 eV
lowest unoccupied orbital energy: 0.457 eV
frontier orbital gap: 0.35114 Eh
2S+1: 1
molecular weight: 506.671 Da
F_max: 0.9 eV/A
SMILES string: COCCOC.COCCOC.COCCOC.COCCOC.CO.CO.CO.CO.O

And the Mulliken charges, in e, turn out to be: number 1, O, carries -0.48; number 2, O, carries -0.29; number 3, O, carries -0.11; number 4, O, carries -0.54; number 5, O, carries -0.57; number 6, O, carries -0.62; number 7, O, carries 0.08; number 8, O, carries -0.54; number 9, O, carries -0.13; number 10, O, carries -0.33; number 11, O, carries -0.33; number 12, O, carries -0.19; number 13, O, carries 0.73; number 14, C, carries -0.50; number 15, C, carries -0.65; number 16, C, carries -0.42; number 17, C, carries -0.97; number 18, C, carries -0.62; number 19, C, carries -0.72; number 20, C, carries -0.66; number 21, C, carries -0.75; number 22, C, carries 0.68; number 23, C, carries -0.13; number 24, C, carries -0.42; number 25, C, carries -0.13; number 26, C, carries -0.82; number 27, C, carries -0.92; number 28, C, carries -0.15; number 29, C, carries -0.75; number 30, C, carries -0.79; number 31, C, carries -0.27; number 32, C, carries -0.79; number 33, C, carries -0.38; number 34, H, carries 0.42; number 35, H, carries -0.35; number 36, H, carries 0.15; number 37, H, carries 0.20; number 38, H, carries 0.25; number 39, H, carries 0.16; number 40, H, carries 0.31; number 41, H, carries 0.31; number 42, H, carries 0.26; number 43, H, carries 0.33; number 44, H, carries -0.20; number 45, H, carries 0.33; number 46, H, carries 0.42; number 47, H, carries 0.36; number 48, H, carries 0.19; number 49, H, carries 0.33; number 50, H, carries 0.16; number 51, H, carries 0.32; number 52, H, carries 0.30; number 53, H, carries 0.43; number 54, H, carries -0.17; number 55, H, carries 0.43; number 56, H, carries 0.32; number 57, H, carries 0.00; number 58, H, carries 0.00; number 59, H, carries -0.03; number 60, H, carries 0.35; number 61, H, carries -0.10; number 62, H, carries 0.39; number 63, H, carries 0.50; number 64, H, carries 0.24; number 65, H, carries 0.40; number 66, H, carries 0.34; number 67, H, carries 0.33; number 68, H, carries 0.36; number 69, H, carries 0.16; number 70, H, carries 0.25; number 71, H, carries 0.36; number 72, H, carries 0.37; number 73, H, carries 0.32; number 74, H, carries 0.29; number 75, H, carries 0.29; number 76, H, carries 0.35; number 77, H, carries 0.15; number 78, H, carries 0.00; number 79, H, carries 0.29; number 80, H, carries 0.21; number 81, H, carries 0.39; number 82, H, carries 0.35; number 83, H, carries -0.25; number 84, H, carries 0.41; number 85, H, carries 0.40; number 86, H, carries -0.14; number 87, H, carries 0.09; number 88, H, carries 0.12; number 89, H, carries 0.45; number 90, H, carries 0.25; number 91, H, carries 0.31

***

Entry 2:
Below is a structure of composition C20H59BHgN5O5, with properties calculated with ωB97M-V/def2-TZVPD.

```
91
Properties=species:S:1:pos:R:3:forces:R:3
Hg -21.47624 -9.86864 -10.94584 -0.78 1.34 -0.71
O -25.60706 -6.88474 -11.70002 0.42 -0.26 -0.32
O -15.26532 -8.13305 -11.06439 1.96 -2.47 -3.59
O -21.60195 -10.77587 -8.82976 0.44 -1.31 0.14
O -19.92896 -5.11500 -5.13021 -2.43 -0.53 1.23
O -20.03252 -9.12735 -12.63487 0.03 0.66 -0.67
N -19.83457 -11.63076 -11.01151 -0.11 0.00 -0.45
N -22.72514 -8.05543 -12.02570 1.49 -2.72 0.01
N -17.49887 -6.81148 -10.09102 -0.39 -0.13 0.07
N -20.68421 -5.39254 -8.65318 -1.11 -0.45 -1.47
N -23.11733 -5.71123 -10.54173 2.20 0.32 -1.41
C -19.52550 -13.78091 -9.99013 0.16 -0.75 1.05
C -22.09799 -8.08608 -13.35734 -0.67 0.86 -0.74
C -20.69977 -11.87898 -8.66987 0.20 -1.24 -1.33
C -15.53068 -8.17244 -9.75866 -0.85 0.77 3.06
C -16.47559 -6.87544 -7.75495 0.61 -0.28 -1.06
C -22.21997 -10.50027 -7.58447 0.58 0.41 0.91
C -24.25329 -6.18712 -9.85929 -1.06 1.02 1.16
C -22.84789 -6.91609 -14.05315 1.41 -0.94 -1.54
C -20.78013 -5.39854 -3.94527 1.09 1.56 -0.09
C -26.76220 -6.86590 -12.49943 -0.60 -0.38 -0.54
C -20.78458 -5.09385 -6.28985 1.57 -0.83 0.12
C -19.84287 -5.18686 -7.51372 -0.39 1.71 -0.37
C -14.50685 -9.35381 -11.43823 0.05 0.51 -0.40
C -25.56166 -5.98429 -10.59477 -0.05 -0.86 -0.76
C -19.17214 -3.79877 -7.76569 0.68 -0.36 1.88
C -24.30758 -5.35704 -8.55609 -0.66 -1.16 -0.53
C -18.60395 -9.15673 -12.69751 0.06 -1.40 -1.03
C -20.55965 -8.06908 -13.42738 -0.01 1.74 1.16
C -16.28831 -6.92696 -9.30734 0.36 0.06 1.00
C -20.38979 -12.56591 -10.06614 -1.07 0.85 2.90
B -20.18989 -8.24975 -9.64753 0.28 0.53 0.03
H -23.00703 -4.71873 -10.39040 -0.53 0.59 -0.56
H -18.38144 -9.82858 -13.52649 0.23 0.27 -0.59
H -19.78237 -11.60959 -8.14651 0.04 0.44 0.02
H -25.66522 -4.97812 -11.00095 -0.10 0.32 0.38
H -18.17356 -9.74339 -11.88592 -0.18 0.90 0.60
H -20.03475 -7.35375 -10.22836 0.55 2.76 -2.54
H -19.89089 -3.00162 -7.95556 -0.13 -0.27 -0.28
H -21.25331 -8.38751 -9.52750 -4.54 -0.01 1.06
H -22.64158 -7.09437 -11.72657 0.40 0.74 1.16
H -21.48139 -4.26425 -6.40956 0.41 0.77 0.31
H -16.17275 -9.00752 -9.47850 -0.33 -0.64 -0.01
H -15.47886 -7.00423 -7.33302 0.07 0.42 0.27
H -22.35624 -5.95729 -9.92504 0.56 -0.49 -0.10
H -19.34886 -12.29148 -11.60113 -0.14 0.58 -1.44
H -21.24284 -4.47015 -3.61052 -0.34 0.26 -0.39
H -19.73958 -8.12954 -8.67439 1.41 0.09 3.66
H -15.67906 -6.03504 -9.45358 0.21 -0.02 -0.59
H -21.58406 -6.12389 -4.07041 0.34 -0.29 -0.48
H -26.36505 -6.26728 -9.91464 -0.30 0.40 0.07
H -26.63636 -7.57462 -13.31794 0.34 -0.13 0.08
H -22.25177 -9.02693 -13.88579 -1.11 -0.15 0.11
H -14.63168 -8.28812 -9.15327 0.34 0.08 0.19
H -20.87912 -6.36740 -8.83138 -0.01 -0.31 0.73
H -18.68133 -3.53010 -6.83026 -0.12 0.18 0.34
H -18.03455 -7.65334 -9.93476 0.09 -0.47 -0.28
H -16.85745 -5.86818 -7.58851 -0.02 -0.19 0.64
H -19.10317 -5.98297 -7.42927 0.07 0.04 0.52
H -23.42697 -5.54687 -7.94240 -0.30 -0.18 0.23
H -18.13391 -6.16306 -9.64790 0.09 0.66 0.03
H -13.48066 -9.40833 -11.07485 0.01 0.69 0.67
H -18.16070 -8.18056 -12.89427 -0.01 -0.05 0.65
H -21.20091 -12.66005 -8.09812 -0.03 0.01 0.26
H -23.72431 -8.10492 -12.16473 -0.44 -0.48 0.06
H -19.76988 -9.13761 -10.09424 2.55 -3.20 -1.65
H -18.31162 -3.73181 -8.43137 -0.39 -0.51 -0.69
H -14.94209 -10.30449 -11.13021 -0.72 0.23 0.47
H -20.10486 -8.05900 -14.41792 -0.69 -0.65 -0.49
H -20.02541 -14.57223 -9.43154 -0.25 -0.32 -0.56
H -20.19797 -5.18196 -9.51303 0.27 0.56 -0.09
H -21.47449 -5.93202 -6.19196 0.15 -0.63 -0.46
H -24.11152 -7.26006 -9.72967 -0.20 -0.15 0.42
H -18.60146 -13.69748 -9.41804 0.24 0.67 -0.21
H -17.07436 -7.64923 -7.27451 -0.45 0.05 -0.35
H -14.34552 -9.48736 -12.50793 -0.62 0.82 -0.22
H -20.17368 -5.62709 -3.06886 0.42 -0.54 -0.47
H -25.27413 -5.61003 -8.12036 0.25 0.50 0.86
H -21.39361 -12.87430 -10.35826 0.01 -0.02 -0.65
H -24.23599 -4.31392 -8.86413 -0.42 0.11 0.22
H -27.01481 -5.92919 -12.99629 0.41 0.51 0.30
H -21.42932 -10.38894 -6.84244 0.16 -0.08 0.15
H -22.70350 -9.52352 -7.56848 -0.39 -0.33 -0.53
H -22.75739 -5.90165 -13.66481 0.58 -0.28 0.46
H -20.19586 -7.11067 -13.05699 0.13 0.18 0.67
H -22.37541 -6.96928 -15.03399 -0.70 0.70 -0.62
H -27.67110 -7.19622 -11.99653 0.02 0.02 0.53
H -22.82234 -11.35505 -7.27688 -0.44 0.27 -0.11
H -19.06183 -11.10796 -10.62467 0.10 0.27 0.61
H -23.92062 -7.10555 -14.09119 0.13 -0.30 -0.24
H -19.28236 -14.04703 -11.01879 -0.03 -0.66 0.16
```
Positions in Å, forces in eV/Å.

charge: +1
HOMO energy: -10.90 eV
lowest unoccupied orbital energy: -3.758 eV
frontier orbital gap: 0.26260 Eh
2S+1: 1
molecular weight: 661.124 Da
F_max: 4.8 eV/A

And the Mulliken charges, in e, turn out to be: number 1, Hg, carries 0.41; number 2, O, carries -0.22; number 3, O, carries -0.33; number 4, O, carries -0.12; number 5, O, carries -0.38; number 6, O, carries -0.15; number 7, N, carries -0.27; number 8, N, carries -0.02; number 9, N, carries -0.42; number 10, N, carries -0.17; number 11, N, carries -0.35; number 12, C, carries -1.66; number 13, C, carries 0.20; number 14, C, carries -0.87; number 15, C, carries -0.81; number 16, C, carries -1.44; number 17, C, carries -1.00; number 18, C, carries 0.77; number 19, C, carries -1.20; number 20, C, carries -0.78; number 21, C, carries -0.94; number 22, C, carries -0.84; number 23, C, carries 1.14; number 24, C, carries -0.88; number 25, C, carries -1.07; number 26, C, carries -1.75; number 27, C, carries -1.22; number 28, C, carries -0.88; number 29, C, carries -1.06; number 30, C, carries 0.62; number 31, C, carries 0.22; number 32, B, carries 1.72; number 33, H, carries 0.42; number 34, H, carries 0.38; number 35, H, carries 0.38; number 36, H, carries 0.38; number 37, H, carries 0.06; number 38, H, carries 0.12; number 39, H, carries 0.40; number 40, H, carries -0.47; number 41, H, carries 0.09; number 42, H, carries 0.42; number 43, H, carries 0.25; number 44, H, carries 0.55; number 45, H, carries 0.09; number 46, H, carries 0.28; number 47, H, carries 0.32; number 48, H, carries -0.28; number 49, H, carries 0.33; number 50, H, carries 0.30; number 51, H, carries 0.41; number 52, H, carries 0.28; number 53, H, carries 0.34; number 54, H, carries 0.43; number 55, H, carries -0.53; number 56, H, carries 0.48; number 57, H, carries -0.37; number 58, H, carries 0.34; number 59, H, carries -0.27; number 60, H, carries 0.13; number 61, H, carries 0.21; number 62, H, carries 0.37; number 63, H, carries 0.45; number 64, H, carries 0.55; number 65, H, carries 0.22; number 66, H, carries -0.59; number 67, H, carries 0.38; number 68, H, carries 0.32; number 69, H, carries 0.52; number 70, H, carries 0.44; number 71, H, carries 0.22; number 72, H, carries 0.35; number 73, H, carries 0.00; number 74, H, carries 0.37; number 75, H, carries 0.22; number 76, H, carries 0.33; number 77, H, carries 0.30; number 78, H, carries 0.49; number 79, H, carries 0.30; number 80, H, carries 0.37; number 81, H, carries 0.38; number 82, H, carries 0.39; number 83, H, carries 0.24; number 84, H, carries 0.28; number 85, H, carries 0.45; number 86, H, carries 0.49; number 87, H, carries 0.35; number 88, H, carries 0.36; number 89, H, carries 0.04; number 90, H, carries 0.27; number 91, H, carries 0.47

***

Question: The highest molecular weight belongs to which entry?
Answer: C20H59BHgN5O5